No. 1
{"formula": "C28H34IN5O8STl", "method": "wB97M-V/def2-TZVPD", "charge": -1, "lumo_ev": 0.966, "de_lowest_kj_mol": 141.7, "homo_ev": -5.18, "energy_ev": -77046.19353, "homo_lumo_gap_ha": 0.22593, "species": ["Tl", "C", "C", "O", "C", "C", "C", "N", "N", "C", "O", "C", "C", "C", "C", "C", "C", "H", "H", "H", "H", "H", "H", "H", "H", "H", "H", "H", "H", "C", "O", "C", "C", "O", "C", "C", "O", "C", "H", "H", "H", "H", "H", "H", "H", "H", "H", "H", "H", "H", "H", "H", "I", "C", "H", "H", "O", "S", "O", "O", "C", "N", "C", "C", "C", "N", "C", "C", "C", "N", "C", "C", "H", "H", "H", "H", "H", "H"], "coordinates": [[-0.111, 1.074, 1.699], [-1.229, -1.821, 5.317], [-0.342, -1.198, 4.250], [-0.680, -0.028, 3.878], [0.755, -1.922, 3.836], [1.705, -1.585, 2.845], [2.901, -2.490, 2.676], [1.668, -0.513, 2.107], [2.581, -0.354, 1.126], [2.739, 0.890, 0.719], [2.156, 1.888, 1.237], [3.559, 1.064, -0.511], [3.521, 2.294, -1.164], [4.192, 2.467, -2.364], [4.910, 1.417, -2.918], [4.966, 0.194, -2.261], [4.292, 0.017, -1.064], [-2.262, -1.867, 4.965], [-1.214, -1.190, 6.208], [-0.905, -2.825, 5.584], [0.922, -2.870, 4.328], [2.859, -3.328, 3.368], [3.815, -1.922, 2.850], [2.941, -2.859, 1.651], [2.947, 3.096, -0.717], [4.154, 3.420, -2.877], [5.425, 1.546, -3.861], [5.526, -0.625, -2.693], [4.310, -0.932, -0.545], [-0.147, 2.940, 4.673], [-1.089, 2.926, 3.613], [-2.354, 2.429, 4.016], [-3.334, 2.582, 2.864], [-3.068, 1.775, 1.727], [-3.812, 0.583, 1.565], [-3.182, -0.628, 2.238], [-1.999, -1.058, 1.590], [-2.209, -1.963, 0.523], [-0.464, 3.641, 5.454], [-0.030, 1.942, 5.102], [0.803, 3.267, 4.253], [-2.250, 1.385, 4.323], [-2.734, 3.016, 4.865], [-4.348, 2.399, 3.236], [-3.264, 3.616, 2.514], [-4.840, 0.715, 1.926], [-3.844, 0.410, 0.486], [-2.876, -0.366, 3.251], [-3.915, -1.443, 2.280], [-2.680, -2.881, 0.891], [-2.834, -1.542, -0.271], [-1.230, -2.202, 0.115], [0.404, 4.727, 1.382], [-0.566, 3.094, 0.499], [-0.094, 2.872, -0.451], [-1.630, 3.277, 0.451], [1.873, -2.959, -8.085], [1.113, -3.734, -7.117], [1.849, -4.109, -5.925], [0.279, -4.783, -7.673], [-0.076, -2.462, -6.549], [-0.917, -1.969, -7.459], [-1.668, -0.950, -7.085], [-1.620, -0.406, -5.808], [-0.741, -1.011, -4.919], [0.027, -2.029, -5.302], [-0.587, -0.587, -3.507], [0.508, -1.039, -2.771], [0.649, -0.634, -1.456], [-0.221, 0.177, -0.848], [-1.274, 0.597, -1.547], [-1.501, 0.246, -2.863], [-2.338, -0.545, -7.838], [-2.225, 0.448, -5.541], [1.215, -1.704, -3.249], [1.491, -0.959, -0.855], [-1.967, 1.245, -1.016], [-2.382, 0.615, -3.371]]}

No. 2
{"formula": "C29H27CsFIN5O3S3", "method": "wB97M-V/def2-TZVPD", "charge": -1, "lumo_ev": 1.825, "de_lowest_kj_mol": 35.3, "homo_ev": -5.05, "energy_ev": -87979.70148, "homo_lumo_gap_ha": 0.25250, "species": ["Cs", "C", "C", "S", "C", "C", "S", "C", "C", "S", "H", "H", "H", "H", "H", "H", "H", "H", "H", "H", "H", "H", "C", "C", "C", "C", "C", "C", "C", "F", "C", "C", "C", "O", "C", "C", "N", "C", "C", "O", "O", "H", "H", "H", "H", "H", "H", "H", "H", "H", "H", "H", "N", "C", "C", "C", "N", "C", "N", "I", "C", "C", "C", "C", "N", "C", "H", "H", "H", "H"], "coordinates": [[-1.210, 0.576, 0.133], [2.552, -3.492, 0.368], [1.819, -4.531, -0.476], [0.829, -3.818, -1.815], [-0.769, -4.650, -1.621], [-1.442, -4.574, -0.253], [-1.646, -2.883, 0.361], [-1.014, -2.981, 2.050], [0.468, -3.293, 2.221], [1.563, -2.242, 1.227], [3.226, -2.910, -0.264], [3.177, -4.018, 1.095], [1.169, -5.141, 0.150], [2.560, -5.206, -0.910], [-0.681, -5.697, -1.921], [-1.394, -4.158, -2.370], [-0.879, -5.135, 0.493], [-2.420, -5.053, -0.334], [-1.608, -3.697, 2.623], [-1.221, -1.983, 2.456], [0.687, -4.335, 1.980], [0.716, -3.139, 3.272], [0.017, 3.757, 7.503], [-1.195, 4.305, 6.753], [-1.224, 5.821, 6.889], [-2.286, 6.438, 5.999], [-2.000, 6.062, 4.576], [-2.259, 6.916, 3.532], [-2.009, 6.513, 2.225], [-2.278, 7.388, 1.231], [-1.518, 5.274, 1.933], [-1.245, 4.388, 2.982], [-0.754, 3.033, 2.651], [-0.381, 2.769, 1.508], [-0.742, 2.118, 3.762], [-0.893, 2.612, 5.014], [-1.172, 3.907, 5.332], [-1.462, 4.786, 4.306], [-0.579, 0.602, 3.612], [0.221, 0.036, 4.366], [-1.347, 0.080, 2.760], [0.005, 4.139, 8.524], [0.936, 4.090, 7.019], [0.036, 2.672, 7.556], [-2.111, 3.898, 7.199], [-0.242, 6.222, 6.617], [-1.395, 6.064, 7.939], [-2.308, 7.524, 6.104], [-3.274, 6.066, 6.291], [-2.670, 7.901, 3.714], [-1.338, 4.957, 0.916], [-0.782, 1.935, 5.846], [-3.279, 1.495, -1.835], [-3.682, 2.232, -2.631], [-4.098, 3.127, -3.617], [-5.452, 3.206, -3.984], [-6.566, 3.265, -4.290], [-3.131, 3.893, -4.285], [-2.330, 4.499, -4.861], [-1.210, -3.036, -5.504], [-0.989, -1.056, -4.879], [-1.635, -0.022, -5.539], [-1.458, 1.263, -5.056], [-0.660, 1.447, -3.936], [-0.040, 0.453, -3.306], [-0.199, -0.778, -3.776], [-2.265, -0.214, -6.397], [-1.944, 2.112, -5.518], [-0.536, 2.439, -3.519], [0.311, -1.570, -3.242]]}

> Which formula does entry 2 have?

C29H27CsFIN5O3S3